No. 1
DFT (ωB97M-V with the def2-TZVPD basis set) results for 2 unconnected molecules or ions with the total composition C9H11NO2S at a distorted geometry.

Geometry as XYZ:
```
24
Properties=species:S:1:pos:R:3
C 3.195 0.856 1.902
C 1.939 0.661 1.253
C 4.055 -0.218 1.945
C 1.869 -0.619 0.779
C 0.751 -1.285 0.233
C -1.417 0.296 0.774
C -1.423 -1.023 -1.459
C -0.307 1.090 -1.303
C -0.764 -0.046 -0.554
N -2.129 -0.672 1.416
O 0.459 -2.430 0.025
O -1.058 1.262 1.459
S 3.238 -1.598 1.262
H 3.551 1.725 2.501
H 1.167 1.270 0.949
H 5.102 -0.227 2.292
H -2.109 -1.731 -1.021
H -2.035 -0.430 -2.213
H -0.607 -1.651 -1.973
H 0.346 0.615 -2.026
H 0.187 1.914 -0.876
H -1.161 1.472 -1.856
H -2.537 -1.358 0.768
H -2.538 -0.407 2.348
```

Computed properties:
ΔE to the lowest compared entry with this formula, charge and spin (kcal/mol): 59.8
Electronic energy (Eh): -952.898346
Molar mass (g mol⁻¹): 197.26
Strongest force on any atom (eV/A): 4.5
HOMO energy (eV): -8.48
Charge: 0

=====

No. 2
DFT (ωB97M-V with the def2-TZVPD basis set) results for a single C9H11NO2S molecule at a distorted geometry.

Geometry as XYZ:
```
24
Properties=species:S:1:pos:R:3
C -2.712 1.459 0.078
C -3.255 0.237 -0.567
C -1.699 1.238 0.950
C -0.445 -1.992 -0.230
C 0.787 -1.481 -0.457
C -2.684 -0.947 -0.295
C -1.183 -0.053 1.228
C -1.478 -1.379 0.541
C 3.268 1.154 -1.403
N 1.135 -0.197 -0.336
O 3.467 -0.904 0.310
O 2.527 1.161 1.222
S 2.681 0.251 0.084
H -3.116 2.491 -0.182
H -4.287 0.147 -0.892
H -1.219 2.033 1.506
H -0.592 -2.990 -0.358
H 1.537 -2.224 -0.963
H -0.089 -0.134 0.865
H -1.012 -0.123 2.391
H -1.725 -2.072 1.364
H 4.124 0.681 -1.705
H 2.440 1.466 -2.151
H 3.531 2.177 -0.999
```

Computed properties:
ΔE to the lowest compared entry with this formula, charge and spin (kcal/mol): 57.7
Electronic energy (Eh): -952.674965
Expectation value of S²: 2.05
2S+1: 3
Molar mass (g mol⁻¹): 197.26
Strongest force on any atom (eV/A): 5.8
HOMO energy (alpha / beta) (eV): -8.03 / -8.19
Charge: 0

=====

No. 3
DFT (ωB97M-V with the def2-TZVPD basis set) results for a molecular structure, C9H11NO4S at a distorted geometry.

Geometry as XYZ:
```
26
Properties=species:S:1:pos:R:3
C -2.326 1.898 2.031
C -1.138 2.546 1.631
C -2.866 0.880 1.274
C -0.584 2.272 0.423
C -2.253 0.551 0.027
C -1.165 1.218 -0.394
C -0.576 1.013 -1.685
C 2.268 -1.670 -0.635
C 0.793 -1.113 -0.656
N -0.072 -1.964 -1.194
O 0.425 1.750 -2.035
O -1.148 0.343 -2.557
O 0.426 1.988 -4.745
O 2.365 1.075 -3.402
S 0.760 1.050 -3.717
H -2.720 2.364 2.916
H -0.874 3.393 2.347
H -3.497 0.080 1.723
H 0.405 2.643 0.039
H -2.468 -0.415 -0.482
H 2.783 -1.277 0.180
H 2.770 -1.314 -1.565
H 2.346 -2.743 -0.612
H 2.854 1.837 -3.345
H 0.242 -2.910 -1.318
H -1.010 -1.711 -1.312
```

Computed properties:
ΔE to the lowest compared entry with this formula, charge and spin (kcal/mol): 93.4
Electronic energy (Eh): -1103.318951
Molar mass (g mol⁻¹): 229.26
Strongest force on any atom (eV/A): 4.1
HOMO energy (eV): -8.18
Charge: 0

=====

- Look up the molar mass of the third one.
  229.26 g mol⁻¹